(1)
This record from OMol25 describes a 2-piece molecular cluster, C3H5NO2 overall in a non-equilibrium geometry. The level of theory is the ωB97M-V functional and the def2-TZVPD basis.

```
11
Properties=species:S:1:pos:R:3:lowdin_spin:R:1
O -0.04 -0.25 -1.65 0.007
C 0.28 -0.80 -0.71 -0.002
N 0.67 0.66 0.68 0.804
C 0.47 1.79 -0.14 0.062
O 1.38 2.42 -0.57 0.084
C -0.67 -1.65 0.25 0.006
H 1.23 0.90 1.50 0.023
H -0.59 2.20 -0.07 0.010
H -1.13 -0.88 0.91 0.007
H -1.44 -1.82 -0.58 -0.001
H -0.16 -2.59 0.38 0.000
```

The multiplicity is 2. Its charge is +1. The HOMO-LUMO gap (alpha / beta) comes out at 8.8378 / 7.5572 eV. Its expectation value of S² is 0.76. The HOMO energy (alpha / beta) comes out at -0.581 / -0.569 Ha.

---

(2)
This record from OMol25 describes C8H20N7 as an isolated structure in a non-equilibrium geometry. The level of theory is the ωB97M-V functional and the def2-TZVPD basis.

```
35
Properties=species:S:1:pos:R:3:nbo_charge:R:1
C -1.84 1.87 -1.54 -0.601
C 0.06 -1.49 2.81 -0.637
C -0.79 -3.35 -2.71 -0.671
C 2.44 1.00 -0.40 -0.442
C -1.89 0.64 -0.58 -0.239
C 0.67 -0.63 1.72 -0.308
C -0.29 -2.22 -1.96 -0.050
C 2.04 3.17 2.31 0.526
N 2.35 1.31 1.11 -0.206
N -0.83 -0.25 -0.82 -0.443
N 0.79 0.75 1.97 0.113
N -1.12 -1.26 -1.52 -0.180
N 2.58 2.50 1.47 -0.110
N 0.49 1.55 2.72 0.005
N 2.02 4.27 3.05 -0.762
H -0.86 2.18 -1.74 0.201
H -2.25 1.65 -2.44 0.205
H -2.38 2.63 -1.02 0.207
H -0.78 -2.08 2.46 0.242
H 0.75 -2.00 3.42 0.239
H -0.37 -0.87 3.64 0.236
H -1.74 -3.67 -2.14 0.223
H 0.03 -4.15 -2.84 0.252
H -0.92 -2.97 -3.69 0.236
H 2.52 1.88 -0.96 0.212
H 1.55 0.54 -0.61 0.236
H 3.41 0.56 -0.60 0.227
H -2.88 0.20 -0.85 0.163
H -2.05 0.95 0.44 0.186
H 0.04 -0.68 0.90 0.294
H 1.65 -0.93 1.48 0.245
H 0.64 -2.21 -1.45 0.190
H 1.21 4.82 2.98 0.413
H 2.24 4.28 4.07 0.430
H -2.15 -1.50 -1.73 0.367
```

The multiplicity is 1. Its charge is +1. The HOMO-LUMO gap (alpha / beta) comes out at 6.9095 / 6.9095 eV. The HOMO energy (alpha / beta) comes out at -0.370 / -0.370 Ha.

---

(3)
This record from OMol25 describes a 2-piece molecular cluster, C6H9BO3 overall in a non-equilibrium geometry. The level of theory is the ωB97M-V functional and the def2-TZVPD basis.

```
19
Properties=species:S:1:pos:R:3:nbo_charge:R:1
C 1.44 -1.84 0.65 -0.660
C 0.91 -0.47 0.29 0.221
C 0.11 0.25 1.10 -0.385
C -0.33 1.41 0.37 0.570
O -1.33 2.12 0.60 -0.639
C 0.40 1.50 -0.94 -0.513
C 1.28 0.25 -0.98 -0.466
H 1.32 -2.34 -0.27 0.237
H 0.86 -2.21 1.54 0.234
H 2.53 -1.81 0.85 0.236
H -0.20 0.08 2.10 0.238
H -0.22 1.31 -1.82 0.261
H 1.07 2.40 -0.80 0.245
H 2.25 0.50 -1.29 0.240
H 0.95 -0.43 -1.81 0.227
O -2.28 -1.60 -0.74 -0.903
B -2.69 -0.66 -0.04 1.244
O -3.31 0.36 0.52 -0.934
H -2.74 1.17 0.68 0.548
```

The multiplicity is 1. As for the SMILES: CC1=CC(=O)CC1.O=BO. The HOMO-LUMO gap comes out at 10.2191 eV. The HOMO energy comes out at -0.375 Ha.

---

(4)
This record from OMol25 describes a 2-piece molecular cluster, C5H15N3 overall in a non-equilibrium geometry. The level of theory is the ωB97M-V functional and the def2-TZVPD basis.

```
23
Properties=species:S:1:pos:R:3:nbo_charge:R:1
C 0.48 2.06 -0.55 -0.618
C -0.02 0.76 0.12 -0.075
C -1.46 0.37 -0.19 -0.411
C -1.61 0.16 -1.67 -0.290
N -0.80 -0.89 -2.15 -0.587
N 0.89 -0.32 -0.18 -0.495
C 0.90 -1.47 0.71 -0.149
N 0.21 -1.29 1.94 -0.659
H 1.55 2.12 -0.36 0.223
H 0.01 2.96 -0.16 0.218
H 0.40 1.87 -1.62 0.207
H 0.02 0.94 1.19 0.245
H -1.73 -0.53 0.38 0.227
H -2.13 1.15 0.19 0.218
H -2.67 0.01 -1.93 0.238
H -1.43 1.10 -2.21 0.192
H 0.68 -0.64 -1.16 0.397
H -0.82 -1.68 -1.51 0.305
H 2.15 -0.12 2.72 0.010
H 1.96 -1.66 0.99 0.273
H 2.80 -0.34 3.03 -0.016
H 0.08 -2.24 2.28 0.323
H 0.54 -2.34 0.15 0.222
```

The multiplicity is 1. The HOMO-LUMO gap comes out at 4.3211 eV. The HOMO energy comes out at -0.263 Ha.

---

Listing energy relative to the best compared isomer or geometry (same formula, charge and spin) for the structures above in their given order: 254.5 627.1 6.7 762.6 kJ/mol.